# 1
Density functional theory data (wB97M-V/def2-TZVPD) for CH3Cl2P in the gas phase in a non-equilibrium geometry.

CARTESIAN COORDINATES (ANGSTROEM)
C -0.824 -0.031 0.045
P 0.876 0.103 0.766
Cl 1.880 -1.560 -0.316
Cl 1.572 1.648 -0.283
H -0.897 0.461 -0.922
H -1.497 0.454 0.752
H -1.109 -1.075 -0.041

Values from the calculation:
- SMILES string: CP(Cl)Cl
- Frontier orbital gap: 0.3696 Ha
- Spin multiplicity: 1
- Energy above the lowest of the compared OMol25 structures with the same formula, charge and spin: 0.0 kJ/mol
- Lowest unoccupied orbital energy: 0.29 eV

In the Löwdin picture, each atom carries the following charge in e: number 1, C, carries -0.42; number 2, P, carries 0.19; number 3, Cl, carries 0.00; number 4, Cl, carries 0.16; number 5, H, carries 0.02; number 6, H, carries 0.03; number 7, H, carries 0.02

***

# 2
Density functional theory data (wB97M-V/def2-TZVPD) for a molecular structure, C13H27O3PtS in a non-equilibrium geometry.

CARTESIAN COORDINATES (ANGSTROEM)
C 6.137 -1.671 -0.033
C 5.590 -0.252 -0.058
C 4.253 -0.082 0.672
C 3.526 1.172 0.175
C 2.249 1.483 0.950
C 1.028 0.686 0.437
C 0.007 1.580 -0.287
C -0.816 0.781 -1.305
C -2.263 1.242 -1.477
C -3.082 1.335 -0.180
C -2.898 0.151 0.789
C -4.205 -0.339 1.409
C -5.098 -1.158 0.468
S -4.297 -2.409 -0.491
O -5.230 -3.477 -0.614
O -3.958 -1.851 -1.879
O -2.925 -3.020 -0.095
H 5.382 -2.412 -0.293
H 6.924 -1.758 -0.784
H 6.612 -1.926 0.912
H 6.296 0.461 0.367
H 5.433 0.047 -1.097
H 4.435 0.030 1.743
H 3.622 -0.963 0.533
H 4.238 1.997 0.240
H 3.328 1.023 -0.891
H 2.057 2.553 0.861
H 2.413 1.284 2.009
H 0.545 0.236 1.306
H 1.406 -0.083 -0.237
H -0.612 2.057 0.470
H 0.585 2.333 -0.821
H -0.791 -0.287 -1.070
H -0.335 0.883 -2.279
H -2.773 0.527 -2.129
H -2.328 2.206 -1.980
H -2.899 2.266 0.350
H -4.136 1.373 -0.475
H -2.267 0.485 1.611
H -2.344 -0.657 0.312
H -4.787 0.546 1.673
H -4.055 -0.869 2.346
H -5.668 -0.549 -0.234
H -5.817 -1.720 1.059
Pt -2.482 -3.254 -1.984

Values from the calculation:
- Frontier orbital gap: 0.1838 Ha
- Spin multiplicity: 1
- Lowest unoccupied orbital energy: -7.60 eV
- Total charge: +1

In the Löwdin picture, each atom carries the following charge in e: number 1, C, carries -0.12; number 2, C, carries -0.27; number 3, C, carries -0.23; number 4, C, carries -0.23; number 5, C, carries -0.21; number 6, C, carries -0.20; number 7, C, carries -0.19; number 8, C, carries -0.21; number 9, C, carries -0.20; number 10, C, carries -0.19; number 11, C, carries -0.20; number 12, C, carries -0.19; number 13, C, carries -0.19; number 14, S, carries 0.59; number 15, O, carries -0.24; number 16, O, carries -0.36; number 17, O, carries -0.38; number 18, H, carries 0.07; number 19, H, carries 0.07; number 20, H, carries 0.07; number 21, H, carries 0.11; number 22, H, carries 0.10; number 23, H, carries 0.11; number 24, H, carries 0.11; number 25, H, carries 0.11; number 26, H, carries 0.11; number 27, H, carries 0.11; number 28, H, carries 0.11; number 29, H, carries 0.10; number 30, H, carries 0.10; number 31, H, carries 0.11; number 32, H, carries 0.12; number 33, H, carries 0.08; number 34, H, carries 0.12; number 35, H, carries 0.09; number 36, H, carries 0.12; number 37, H, carries 0.11; number 38, H, carries 0.11; number 39, H, carries 0.12; number 40, H, carries 0.08; number 41, H, carries 0.13; number 42, H, carries 0.12; number 43, H, carries 0.13; number 44, H, carries 0.12; number 45, Pt, carries 1.19

***

# 3
Density functional theory data (wB97M-V/def2-TZVPD) for a molecular structure, C7H14.

CARTESIAN COORDINATES (ANGSTROEM)
C -0.975 -2.202 0.161
C -0.190 -1.281 -0.554
C -0.581 0.146 -1.319
C 0.713 0.809 -0.879
C 0.747 2.293 -0.579
C 0.504 -0.202 0.231
C -0.139 0.301 1.493
H 0.657 -2.245 1.178
H -1.666 -1.871 0.930
H -1.090 -3.222 -0.187
H 0.491 -1.750 -1.267
H -0.705 -0.091 -2.376
H -1.475 0.618 -0.911
H 1.534 0.512 -1.539
H -0.105 2.604 0.034
H 1.664 2.560 -0.041
H 0.724 2.871 -1.509
H 1.254 -1.668 1.181
H -0.332 -0.522 2.187
H -1.102 0.800 1.307
H 0.521 1.032 1.975

Values from the calculation:
- Frontier orbital gap (alpha / beta): 0.2735 / 0.2712 Ha
- Spin multiplicity: 1
- Energy above the lowest of the compared OMol25 structures with the same formula, charge and spin: 542.1 kJ/mol
- Lowest unoccupied orbital energy (alpha / beta): 0.40 / 0.38 eV

In the Löwdin picture, each atom carries the following charge in e: number 1, C, carries -0.05; number 2, C, carries -0.41; number 3, C, carries -0.06; number 4, C, carries -0.32; number 5, C, carries -0.06; number 6, C, carries -0.27; number 7, C, carries -0.09; number 8, H, carries 0.08; number 9, H, carries 0.05; number 10, H, carries 0.04; number 11, H, carries 0.14; number 12, H, carries 0.12; number 13, H, carries 0.12; number 14, H, carries 0.14; number 15, H, carries 0.08; number 16, H, carries 0.08; number 17, H, carries 0.08; number 18, H, carries 0.09; number 19, H, carries 0.07; number 20, H, carries 0.09; number 21, H, carries 0.09